1.
18
Properties=species:S:1:pos:R:3:forces:R:3 method="wB97M-V/def2-TZVPD" relative_energy_kj_mol=159.2 energy_ev=-17499.929 gap_ev=8.85
C -0.42024 0.86150 1.46015 3.407 0.537 -1.159
C 1.10896 -1.00199 1.01990 0.246 -1.750 -0.545
N 0.32253 -1.55806 -2.00226 0.415 0.374 0.097
N -1.66099 -0.16121 -1.09669 0.547 -1.914 -0.980
N 0.44319 1.30734 -2.13215 -0.869 0.821 -0.436
N 0.78556 0.35765 0.71691 -1.410 -0.627 -3.369
P 0.02706 -0.16806 -1.40324 -1.211 1.832 2.797
H -0.36861 1.86218 1.06252 -0.677 0.919 0.783
H -1.37229 0.46921 1.25091 -1.109 -1.185 -0.061
H -0.07143 0.77601 2.48010 -0.609 0.365 0.574
H 0.17613 -1.60159 0.92334 0.683 -0.428 0.013
H 1.92153 -1.39695 0.32006 -1.207 0.474 0.756
H 1.50774 -1.22145 2.01419 -0.072 0.619 0.332
H 1.26722 -1.93094 -1.98839 -0.231 0.228 -0.123
H -2.22579 0.66777 -0.92297 0.331 -0.600 -0.309
H -2.12366 -1.08777 -1.36233 0.744 2.195 0.678
H 0.18745 2.13779 -1.51379 0.609 -1.520 -1.307
H 0.17499 1.44361 -3.16265 0.414 -0.339 2.260

2.
87
Properties=species:S:1:pos:R:3:forces:R:3 method="wB97M-V/def2-TZVPD" energy_ev=-81098.475 gap_ev=10.01
C 4.26538 -3.79717 3.71110 -0.348 -0.464 -0.187
C 3.53872 -3.81081 2.36540 0.482 0.441 -0.027
N 2.76159 -5.03778 2.33316 -0.483 -0.136 0.063
O 2.21374 -5.24707 0.98973 0.145 0.084 0.323
P 0.68682 -4.88498 0.77682 0.013 0.713 -1.104
O 0.39495 -4.35023 -0.55845 0.090 -0.390 0.701
O 0.35282 -3.92072 1.98555 -0.256 -0.557 -0.264
C -0.88266 -3.20438 1.93606 -0.400 0.474 0.378
N -2.00833 -4.10555 2.15394 0.320 0.009 0.006
O -0.18346 -6.25745 0.96915 0.792 -0.328 0.789
C 0.18738 -7.45753 1.52663 -0.590 -0.193 -0.647
F -0.87604 -8.27377 1.32903 0.510 0.272 0.016
F 1.24535 -8.00574 0.88098 -0.448 0.318 0.328
C 0.48032 -7.46973 3.08257 0.083 -0.146 0.168
F -0.20844 -8.45698 3.66771 0.207 0.302 -0.126
F 0.11028 -6.31449 3.64746 0.181 -0.320 -0.168
F 1.78094 -7.69230 3.32054 -0.425 0.278 -0.057
H 4.66246 -4.80246 3.88307 0.198 0.060 0.116
H 5.09906 -3.10332 3.69475 -0.050 0.150 0.060
H 3.58799 -3.57248 4.53216 0.045 0.161 -0.038
H 4.28494 -3.76196 1.56482 -0.085 -0.179 -0.141
H 2.89103 -2.94259 2.24756 -0.108 -0.140 0.115
H 3.39283 -5.82475 2.42862 0.005 -0.130 -0.188
H -0.80032 -2.44946 2.72141 0.219 -0.024 0.036
H -0.99319 -2.69038 0.98311 0.089 -0.110 -0.156
H -1.73230 -4.79251 2.84720 -0.013 -0.017 0.086
H -2.75819 -3.57190 2.57715 -0.162 -0.025 -0.136
O 2.63250 -0.81868 4.05941 0.081 -0.198 0.003
C 2.05959 -0.20320 3.20586 -0.018 0.270 0.162
C 1.08752 0.94754 3.38925 -0.146 -0.114 -0.291
C 0.40552 1.03183 2.02650 -0.011 -0.010 0.211
C 1.48972 0.50973 1.09930 -0.033 0.056 -0.096
O 2.23348 -0.45072 1.89223 -0.062 -0.012 -0.089
H 1.66439 1.84555 3.61939 0.013 0.001 0.043
H 0.40355 0.73689 4.20656 0.107 0.043 0.124
H 0.06714 2.02956 1.75851 0.073 0.026 -0.038
H -0.45534 0.36535 1.99731 -0.032 0.010 -0.052
H 2.17437 1.29903 0.79177 0.018 0.003 0.018
H 1.09461 0.01404 0.21808 0.041 -0.133 0.040
O 2.20389 3.70176 0.33033 -0.128 -0.069 -0.034
C 3.27428 4.05522 0.72969 0.022 0.158 -0.107
C 4.51264 4.39573 -0.07753 0.220 -0.157 0.279
C 5.61993 4.36391 0.97696 -0.091 -0.010 -0.087
C 4.85596 4.74425 2.24067 0.119 0.020 -0.020
O 3.52709 4.22474 2.04655 0.044 -0.023 0.088
H 4.37609 5.38934 -0.50681 -0.024 -0.005 -0.052
H 4.65315 3.67357 -0.87608 -0.106 0.066 -0.105
H 6.45710 5.02618 0.76969 -0.033 0.056 0.013
H 6.00747 3.34931 1.07208 0.013 -0.006 0.016
H 4.78360 5.82548 2.37332 -0.006 0.010 -0.023
H 5.26852 4.30551 3.14494 -0.087 -0.042 0.033
O -1.37339 0.60996 -0.37228 0.014 -0.120 0.052
C -1.84039 1.67501 -0.65802 0.034 -0.062 -0.243
C -1.38407 2.63835 -1.73517 -0.089 0.272 0.262
C -2.08474 3.93768 -1.34050 0.138 -0.029 -0.083
C -3.32737 3.41802 -0.63257 0.014 0.106 -0.068
O -2.92208 2.17493 -0.02223 -0.080 0.088 0.055
H -1.72869 2.25865 -2.69863 0.042 -0.022 -0.022
H -0.30027 2.71518 -1.74067 0.026 -0.129 -0.070
H -2.31255 4.59413 -2.17507 -0.052 -0.046 -0.034
H -1.45991 4.48868 -0.63544 -0.005 -0.004 0.021
H -4.14327 3.20893 -1.32703 0.011 -0.018 -0.024
H -3.69138 4.08167 0.14761 -0.005 -0.078 0.078
O -2.78645 6.10425 -4.34506 0.114 -0.043 0.014
C -3.60650 6.76395 -3.78206 -0.102 0.002 -0.173
C -4.27411 8.04371 -4.24919 -0.003 0.128 0.374
C -4.88515 8.59569 -2.96020 0.059 -0.043 -0.110
C -5.14010 7.31966 -2.16450 -0.047 0.102 -0.016
O -4.09973 6.41120 -2.56902 -0.091 0.033 0.150
H -5.03231 7.78117 -4.98812 0.024 -0.001 -0.053
H -3.54306 8.70666 -4.70147 0.002 -0.068 -0.147
H -5.78280 9.19158 -3.10714 -0.038 -0.049 -0.018
H -4.15132 9.21307 -2.44134 -0.005 0.007 0.022
H -6.10347 6.86560 -2.40450 -0.006 0.007 -0.022
H -5.07544 7.46284 -1.08904 0.059 -0.082 0.018
O -2.85958 -4.56788 -6.54221 -0.086 -0.002 -0.050
C -2.34757 -4.39515 -5.47530 0.160 -0.117 -0.041
C -1.62206 -5.40814 -4.60645 -0.162 0.211 0.300
C -1.56594 -4.71169 -3.24627 0.009 -0.225 -0.090
C -1.55989 -3.24710 -3.64848 0.046 -0.001 0.017
O -2.32680 -3.18561 -4.87182 0.026 0.098 0.122
H -0.62881 -5.56787 -5.02928 -0.002 -0.045 -0.037
H -2.16402 -6.34911 -4.59199 0.058 -0.057 -0.142
H -0.71513 -4.98306 -2.62799 0.027 0.067 0.003
H -2.47331 -4.93502 -2.68306 -0.003 0.017 0.019
H -0.55414 -2.87703 -3.85536 0.021 -0.026 -0.022
H -2.02470 -2.59638 -2.91534 -0.088 0.084 -0.027

3.
85
Properties=species:S:1:pos:R:3:forces:R:3 method="wB97M-V/def2-TZVPD" charge=+1 energy_ev=-51077.967 gap_ev=8.73
N 6.24076 5.23914 -2.00232 0.005 -0.156 -0.394
S 5.57051 3.94533 -2.79920 0.152 0.026 -0.010
C 3.77423 4.17712 -2.71959 -0.328 0.092 0.222
C 3.21247 5.52048 -2.20836 -0.066 0.146 -0.191
O 2.53691 6.22609 -3.22898 0.204 -0.122 -0.034
H 7.21836 5.05590 -1.79378 -0.104 0.013 0.143
H 6.12485 6.12701 -2.47877 0.055 0.025 0.130
H 5.78163 4.21104 -4.10746 -0.095 0.042 -0.003
H 3.41665 3.99671 -3.73495 0.081 -0.097 0.119
H 3.44529 3.33821 -2.10518 0.079 0.058 -0.043
H 3.96738 6.14567 -1.72508 -0.029 -0.135 0.093
H 2.45473 5.28319 -1.45937 0.123 0.048 -0.051
H 3.16194 6.70874 -3.78187 -0.103 0.045 0.071
C 0.21408 0.63256 -1.82863 0.022 0.045 0.004
C -0.19261 1.84835 -2.64844 -0.001 -0.059 0.097
C 0.31155 1.78619 -4.09593 -0.014 0.047 0.086
C 1.77256 1.71290 -4.15163 0.131 -0.182 -0.191
N 2.92006 1.64120 -4.19610 -0.110 0.167 0.090
H 1.29893 0.54722 -1.73963 -0.022 -0.019 0.013
H -0.18668 0.69469 -0.81756 0.023 -0.019 0.000
H -0.16832 -0.28726 -2.27173 -0.023 0.012 -0.009
H 0.18220 2.76154 -2.17739 -0.020 0.025 -0.034
H -1.27918 1.93581 -2.67771 -0.002 0.016 -0.049
H -0.00347 2.66541 -4.66022 0.012 -0.021 -0.034
H -0.08533 0.90629 -4.60562 0.006 -0.011 0.005
C 0.97886 -3.93663 0.00270 -0.032 -0.078 0.063
C 0.82012 -4.59493 -1.35865 0.032 0.005 0.080
C 0.41614 -3.59072 -2.44218 -0.001 -0.097 -0.019
C -0.86231 -2.93932 -2.15746 -0.216 0.240 -0.004
N -1.85183 -2.39223 -1.94416 0.227 -0.185 -0.057
H 0.03222 -3.53276 0.36819 -0.004 0.022 -0.039
H 1.34244 -4.65812 0.73258 0.024 0.016 -0.004
H 1.69691 -3.11729 -0.04536 -0.009 0.016 0.043
H 0.08818 -5.40358 -1.31538 -0.015 0.021 -0.021
H 1.77005 -5.04133 -1.65626 -0.022 -0.019 -0.028
H 0.33431 -4.07014 -3.41934 0.012 0.006 0.000
H 1.17452 -2.80646 -2.51584 -0.028 0.027 -0.009
C 4.25622 -2.12900 -2.02654 0.022 -0.020 0.004
C 5.56883 -2.90338 -2.06636 -0.063 0.067 -0.019
C 5.35849 -4.41912 -2.15888 -0.011 0.108 0.048
C 4.61950 -4.93002 -1.00300 -0.035 -0.174 0.090
N 4.04254 -5.33012 -0.09355 0.060 0.093 -0.103
H 3.66460 -2.38536 -1.14638 0.015 0.000 0.007
H 4.44059 -1.05523 -1.99235 -0.026 0.010 -0.008
H 3.65392 -2.33638 -2.91495 0.018 0.009 -0.013
H 6.15957 -2.67856 -1.17661 0.009 -0.019 0.005
H 6.16010 -2.59129 -2.92926 0.015 -0.037 -0.005
H 6.31124 -4.94686 -2.21145 -0.004 -0.005 -0.011
H 4.79335 -4.66856 -3.05953 0.005 -0.021 -0.001
C -5.45515 -2.04210 1.70202 -0.004 -0.005 0.013
C -4.93875 -0.85154 0.90729 -0.043 -0.024 0.065
C -3.43084 -0.92245 0.63670 -0.136 0.054 0.040
C -2.65423 -0.91646 1.87645 0.138 -0.055 0.123
N -2.05479 -0.91182 2.85789 0.009 0.069 -0.133
H -4.99361 -2.09078 2.69080 0.033 -0.005 -0.016
H -6.53131 -1.95626 1.83589 -0.008 -0.041 -0.013
H -5.24809 -2.98188 1.18619 0.017 0.005 0.000
H -5.17203 0.07436 1.43660 -0.008 0.009 -0.018
H -5.45257 -0.80190 -0.05351 0.039 0.018 -0.020
H -3.10458 -0.06902 0.04001 0.019 -0.029 -0.042
H -3.17856 -1.82058 0.07230 0.039 0.023 0.006
C 2.42082 2.43010 2.96634 -0.026 0.017 0.011
C 1.16121 1.63911 3.29670 0.027 0.065 -0.031
C 1.35199 0.12489 3.16883 -0.060 0.014 0.015
C 1.71736 -0.26627 1.80695 0.041 -0.181 -0.091
N 2.00704 -0.58251 0.74014 0.022 0.163 0.071
H 2.73026 2.26406 1.93219 0.005 -0.031 -0.007
H 2.25261 3.49906 3.10041 0.005 -0.002 0.006
H 3.24920 2.13835 3.61451 0.007 0.000 0.000
H 0.34224 1.94990 2.64485 -0.021 -0.022 0.021
H 0.84725 1.85268 4.31902 -0.017 -0.035 -0.002
H 0.43350 -0.40296 3.43043 -0.032 -0.007 -0.018
H 2.14078 -0.22275 3.83932 0.008 -0.001 -0.010
C -7.06446 1.38927 5.33716 -0.019 0.005 0.005
C -8.32742 0.56635 5.55627 0.058 0.062 0.015
C -8.37998 -0.68451 4.67179 -0.032 0.048 0.010
C -8.36320 -0.34364 3.24807 0.003 0.045 -0.226
N -8.33939 -0.05784 2.13450 0.000 -0.029 0.221
H -7.00837 1.75986 4.31248 0.001 -0.018 -0.007
H -7.04619 2.25088 6.00397 0.008 -0.003 0.001
H -6.16945 0.79476 5.53155 0.002 -0.001 -0.001
H -9.20973 1.17869 5.36251 -0.012 -0.018 0.000
H -8.38537 0.24513 6.59738 -0.022 -0.034 -0.011
H -9.28234 -1.26451 4.86879 0.011 -0.015 0.004
H -7.52196 -1.32978 4.87268 -0.002 -0.012 -0.010